ORCA calculation (wB97M-V/def2-TZVPD) on a structure of composition C37H32F4N4O2PPtSb2.

The total charge is +1. The energy relative to the best compared isomer or geometry (same formula, charge and spin) is 0.0 kJ/mol. As for the orbital gap: 5.73 eV.

Geometry as XYZ:
```
83
Properties=species:S:1:pos:R:3:forces:R:3
Pt 0.054303 -0.858630 -1.577034 0.3 0.0 -0.4
O 3.905132 -0.898554 -0.194424 0.0 0.0 0.0
C 3.025639 -0.367417 -0.841129 0.0 0.0 0.1
O 2.080484 -1.067333 -1.404464 -0.1 -0.1 -0.1
C 3.101418 1.120305 -1.111539 -0.1 -0.1 0.0
C 4.366193 1.686903 -0.954542 0.0 0.0 0.0
C 4.598535 3.017067 -1.249039 0.0 0.0 0.0
C 3.556855 3.819835 -1.694058 0.0 0.0 0.0
C 2.291886 3.281246 -1.826999 0.0 -0.1 0.0
C 2.048964 1.932912 -1.541824 0.0 0.2 0.0
P 0.311921 1.430372 -1.679953 -0.1 -0.3 -0.3
C -0.216571 2.063682 -3.300153 0.0 0.0 0.0
C -0.831618 3.298468 -3.490509 0.0 0.0 0.0
C -1.175509 3.711396 -4.770784 0.0 0.0 0.0
C -0.895456 2.904290 -5.862756 0.0 0.0 0.0
C -0.276136 1.674320 -5.679189 0.0 0.0 0.0
C 0.055118 1.251642 -4.402693 0.0 0.0 0.0
C -0.537318 2.417882 -0.423550 0.0 0.0 0.0
C -1.906275 2.655108 -0.537170 0.1 0.0 0.0
C -2.571942 3.390778 0.430091 0.0 0.0 0.0
C -1.876507 3.880857 1.527154 0.0 0.0 0.0
C -0.516741 3.635988 1.652622 0.0 0.0 0.0
C 0.153927 2.905242 0.682386 0.0 0.0 0.0
H 5.162736 1.046934 -0.602689 0.0 0.0 0.0
H 5.591472 3.430400 -1.132478 0.0 0.0 0.0
H 3.727930 4.861005 -1.933169 0.0 0.0 0.0
H 1.472053 3.913645 -2.144839 0.0 0.0 0.0
H -1.046285 3.939760 -2.645191 0.0 0.0 0.0
H -1.660351 4.668107 -4.913699 0.0 0.0 0.0
H -1.155402 3.235257 -6.859519 0.0 0.0 0.0
H -0.053379 1.046119 -6.531453 0.0 0.0 0.0
H 0.535681 0.291830 -4.248182 0.0 0.0 0.0
H -2.452459 2.274265 -1.393226 0.0 0.1 0.0
H -3.632105 3.583361 0.328368 0.0 0.0 0.0
H -2.396263 4.453674 2.283711 0.0 0.0 0.0
H 0.027242 4.019799 2.505697 0.0 0.0 0.0
H 1.215441 2.719524 0.784937 0.0 0.0 0.0
C -3.281928 0.240172 -3.458362 0.0 0.0 0.1
Sb -2.469572 -0.872586 -1.841218 0.0 0.1 -0.1
C -3.414167 -2.740060 -2.197808 0.1 0.1 0.0
C -3.587423 -0.258414 -0.142417 0.1 0.0 0.0
H -4.368278 0.221688 -3.385185 0.0 0.0 0.0
H -2.970051 -0.229659 -4.389452 0.0 0.0 0.0
H -2.921183 1.266949 -3.444012 0.0 0.0 0.0
H -4.491465 -2.583303 -2.173492 0.0 0.0 0.0
H -3.138810 -3.451024 -1.420038 0.0 0.0 0.0
H -3.124013 -3.125105 -3.173255 0.0 0.0 0.0
H -4.525925 0.184408 -0.472387 0.0 0.0 0.0
H -3.018809 0.460749 0.439516 0.0 0.0 0.0
H -3.794090 -1.139427 0.464857 0.0 0.0 0.0
F 1.842623 -0.663704 2.994824 0.0 0.0 0.0
C 1.315866 -0.913301 4.185267 0.1 0.3 0.2
C 1.970427 -0.516189 5.289429 -0.1 -0.1 -0.3
F 3.117490 0.118262 5.153132 0.0 0.0 0.1
C 1.438496 -0.741597 6.621684 0.2 0.2 0.4
C 0.232660 -1.548225 6.675755 -0.2 -0.1 -0.2
C -0.408239 -1.956122 5.567113 0.2 -0.2 0.3
F -1.531740 -2.646285 5.681249 0.0 0.0 0.0
C 0.053777 -1.610258 4.246012 -0.3 0.0 -0.5
C -0.685497 -1.853719 3.116664 0.1 0.1 0.4
C -0.485602 -1.108883 1.916353 0.2 0.1 -0.2
N -0.424504 -0.434442 0.984795 -0.1 -0.1 0.6
C -1.826003 -2.714827 3.059914 -0.2 0.1 0.0
N -2.753897 -3.370707 2.886315 0.1 0.0 0.0
F -0.268329 -1.870423 7.851946 0.0 0.1 0.0
C 1.999631 -0.191258 7.736511 -0.1 -0.1 -0.3
C 3.178860 0.621916 7.701980 0.0 0.1 0.0
N 4.104293 1.300858 7.732262 0.0 0.0 0.0
C 1.419280 -0.295907 9.042001 0.0 0.0 0.1
N 0.977572 -0.307009 10.101764 0.0 0.0 0.0
C -0.566369 -4.809171 -2.893880 0.1 0.1 0.0
Sb 0.389302 -3.449731 -1.558873 -0.2 -0.1 0.1
C 2.413749 -4.030923 -1.728933 -0.1 0.1 0.0
C -0.095180 -4.339763 0.312687 0.1 0.0 -0.1
H -0.046368 -5.763141 -2.818739 0.0 0.0 0.0
H -0.495306 -4.443354 -3.916204 0.0 0.0 0.0
H -1.610959 -4.948799 -2.626769 0.0 0.0 0.0
H 2.485834 -5.095540 -1.511245 0.0 0.0 0.0
H 2.999258 -3.446630 -1.023302 0.0 0.0 0.0
H 2.766201 -3.826259 -2.737289 0.0 0.0 0.0
H 0.083419 -5.411793 0.244729 0.0 0.0 0.0
H -1.133020 -4.160780 0.587816 0.0 0.0 0.0
H 0.565369 -3.916758 1.069554 0.0 0.0 0.0
```
Positions in Å, forces in eV/Å.

Atomic partial charges in e from the Löwdin method, atoms 1 to 5: 0.414, 0.078, -0.586, -0.350, -0.119